Below is a molecular structure, H24O12Xe, with properties calculated with the ωB97M-V functional and the def2-TZVPD basis.

CARTESIAN COORDINATES (ANGSTROEM)
Xe  0.061  0.332  -0.584
O  3.110  -1.080  -0.370
H  3.051  -0.235  -0.817
H  2.640  -0.949  0.453
O  1.434  3.616  0.972
H  1.223  3.723  1.899
H  1.533  4.510  0.644
O  2.130  -0.747  2.242
H  2.504  0.099  1.993
H  2.869  -1.240  2.599
O  -2.519  -2.238  -2.284
H  -2.202  -2.876  -1.646
H  -1.779  -2.101  -2.876
O  -1.412  3.179  1.134
H  -1.304  2.746  1.981
H  -0.581  3.033  0.682
O  -0.369  -1.368  3.424
H  0.339  -1.440  2.784
H  0.053  -1.527  4.268
O  -0.288  -1.837  -4.116
H  -0.174  -2.311  -4.939
H  -0.286  -0.914  -4.368
O  3.103  0.666  -2.558
H  2.981  1.614  -2.518
H  2.727  0.411  -3.400
O  1.732  -3.716  -0.428
H  1.856  -2.889  0.037
H  0.825  -3.961  -0.244
O  -3.476  0.293  -2.251
H  -3.682  0.440  -1.327
H  -3.202  -0.623  -2.292
O  -3.513  0.813  0.381
H  -2.831  1.459  0.195
H  -4.242  1.326  0.729
O  -0.975  1.545  3.355
H  -0.552  1.585  4.212
H  -0.785  0.663  3.034

total energy	-33922.255	eV
LUMO level	-0.191	eV
orbital gap	9.39	eV
E_HOMO	-9.58	eV